{
  "formula": "C24H19BMnN3O5S",
  "method": "ωB97M-V/def2-TZVPD",
  "s_squared": 6.205,
  "spin_multiplicity": 5,
  "fmax_ev_per_a": 1.7,
  "e_above_lowest_kcal_mol": 34.7,
  "lumo_ev": [-2.4, -2.4],
  "symbols": ["Mn", "C", "C", "C", "C", "C", "C", "N", "N", "C", "C", "C", "C", "C", "C", "H", "H", "H", "H", "H", "H", "H", "H", "H", "O", "B", "O", "C", "C", "C", "C", "C", "C", "H", "H", "H", "H", "N", "C", "C", "C", "C", "C", "C", "S", "O", "O", "O", "H", "H", "H", "H", "H", "H"],
  "xyz": [[0.0526, -0.3274, -0.2038], [1.5088, 1.7724, 4.8354], [1.1268, 0.5663, 4.2670], [0.8488, 0.4945, 2.9152], [0.9540, 1.6282, 2.1086], [1.3591, 2.8402, 2.6832], [1.6281, 2.9036, 4.0358], [0.6080, 1.4951, 0.7529], [0.8459, 2.4727, 0.0009], [0.5449, 2.2607, -1.3275], [0.6462, 3.3188, -2.2336], [0.3691, 3.0995, -3.5674], [-0.0039, 1.8335, -4.0029], [-0.0992, 0.7746, -3.1011], [0.1642, 0.9632, -1.7543], [1.7148, 1.8311, 5.8954], [1.0453, -0.3198, 4.8824], [0.5619, -0.4499, 2.4572], [1.4495, 3.7097, 2.0500], [1.9332, 3.8447, 4.4741], [0.9399, 4.2923, -1.8602], [0.4452, 3.9133, -4.2762], [-0.2084, 1.6596, -5.0514], [-0.3750, -0.1997, -3.4889], [3.2030, -1.2467, -0.7471], [1.8786, -1.0219, -0.5307], [1.2451, -2.2097, -0.0660], [2.2410, -3.1652, -0.0159], [2.1699, -4.4910, 0.3464], [3.3577, -5.2109, 0.2838], [4.5518, -4.6169, -0.1138], [4.6125, -3.2764, -0.4778], [3.4313, -2.5723, -0.4293], [1.2414, -4.9478, 0.6604], [3.3459, -6.2589, 0.5497], [5.4549, -5.2109, -0.1429], [5.5328, -2.7970, -0.7814], [-2.0040, -0.5082, 0.6884], [-2.5798, -1.6701, 0.0158], [-2.1896, -1.9390, -1.2904], [-2.6992, -3.0404, -1.9629], [-3.6005, -3.8624, -1.3137], [-3.9922, -3.6103, -0.0099], [-3.4840, -2.5042, 0.6570], [-4.2739, -5.3205, -2.1832], [-3.8544, -5.1357, -3.5579], [-5.6996, -5.2062, -1.9499], [-3.6244, -6.4164, -1.4855], [-2.1046, -0.6161, 1.6920], [-2.5165, 0.3353, 0.4433], [-1.5082, -1.2625, -1.8039], [-2.4267, -3.2789, -2.9825], [-4.6992, -4.2750, 0.4677], [-3.7808, -2.2968, 1.6806]],
  "atomic_forces_ev_per_a": [[-1.672, 0.206, 0.098], [-0.020, -0.028, -0.093], [0.045, -0.082, 0.218], [-0.059, 0.136, -0.543], [0.167, 0.445, 1.081], [-0.125, -0.229, -0.326], [0.036, 0.020, 0.059], [0.469, 0.572, -0.192], [0.044, 0.018, 1.183], [-0.476, -0.960, -1.248], [0.096, -0.006, 0.552], [-0.056, 0.018, -0.216], [0.015, 0.021, 0.140], [-0.060, 0.037, -0.157], [0.382, 0.127, -0.093], [0.007, -0.005, -0.002], [-0.003, -0.005, -0.024], [-0.026, -0.037, 0.120], [-0.009, 0.066, 0.019], [-0.004, -0.009, -0.005], [-0.001, 0.013, -0.057], [0.004, -0.002, 0.016], [-0.002, 0.021, -0.002], [0.017, -0.014, 0.051], [0.065, 0.492, -0.154], [0.792, -0.961, -0.230], [-0.195, 0.430, 0.038], [0.694, -0.177, -0.076], [-0.201, 0.116, 0.040], [0.052, -0.025, 0.002], [-0.014, -0.054, 0.021], [0.001, 0.236, -0.051], [-0.376, -0.421, 0.215], [-0.013, 0.014, -0.045], [0.016, 0.007, 0.003], [-0.006, 0.000, -0.004], [0.001, -0.045, -0.026], [0.380, 0.040, -0.347], [-0.103, -0.217, -0.249], [0.087, 0.140, 0.110], [-0.012, 0.133, 0.180], [-0.245, -0.635, -0.527], [0.133, 0.276, 0.108], [0.044, -0.044, 0.174], [0.131, 0.142, 0.328], [0.087, 0.094, -0.091], [-0.056, 0.009, 0.038], [-0.002, -0.004, 0.014], [0.097, 0.036, 0.056], [-0.071, 0.011, -0.002], [-0.017, 0.024, -0.071], [0.001, 0.040, -0.006], [-0.017, 0.001, -0.009], [-0.023, 0.022, -0.020]]
}